# 1
{"formula": "C26H62N5O7", "method": "ωB97M-V with the def2-TZVPD basis set", "species": ["C", "C", "O", "N", "C", "C", "C", "C", "C", "C", "N", "H", "H", "H", "H", "H", "H", "H", "H", "H", "H", "H", "H", "H", "H", "H", "H", "H", "C", "O", "C", "C", "N", "C", "C", "O", "C", "H", "H", "H", "H", "H", "H", "H", "H", "H", "H", "H", "H", "H", "H", "H", "C", "O", "C", "C", "N", "C", "C", "O", "C", "H", "H", "H", "H", "H", "H", "H", "H", "H", "H", "H", "H", "H", "H", "H", "C", "O", "C", "C", "N", "C", "C", "O", "C", "H", "H", "H", "H", "H", "H", "H", "H", "H", "H", "H", "H", "H", "H", "H"], "coordinates": [[5.767, 0.705, 3.212], [4.825, 1.692, 3.864], [4.324, 1.465, 4.927], [4.522, 2.918, 3.180], [5.532, 3.431, 2.244], [3.169, 3.078, 2.746], [2.087, 2.895, 3.829], [1.457, 1.500, 4.038], [1.558, 0.589, 2.808], [1.565, 1.453, 1.568], [2.879, 2.163, 1.510], [5.711, 0.692, 2.121], [5.549, -0.280, 3.619], [6.802, 0.947, 3.467], [6.437, 2.833, 2.288], [5.798, 4.452, 2.519], [5.188, 3.444, 1.204], [3.078, 4.089, 2.351], [2.573, 3.200, 4.752], [1.305, 3.627, 3.626], [0.396, 1.658, 4.242], [1.868, 1.013, 4.919], [2.502, 0.029, 2.833], [0.742, -0.131, 2.769], [0.781, 2.208, 1.583], [1.478, 0.895, 0.637], [3.611, 1.454, 1.440], [2.918, 2.702, 0.639], [-1.441, 0.848, -5.234], [-1.378, 2.249, -5.038], [-2.457, 2.803, -4.299], [-1.987, 3.291, -2.947], [-1.596, 2.176, -2.097], [-0.903, 2.533, -0.875], [0.410, 3.301, -0.992], [1.508, 2.543, -1.480], [1.580, 2.413, -2.899], [-0.696, 0.597, -5.986], [-1.218, 0.283, -4.320], [-2.421, 0.531, -5.595], [-3.263, 2.071, -4.189], [-2.845, 3.656, -4.860], [-2.799, 3.841, -2.462], [-1.170, 4.004, -3.127], [-1.036, 1.526, -2.634], [-0.705, 1.605, -0.330], [-1.580, 3.129, -0.252], [0.717, 3.598, 0.017], [0.280, 4.234, -1.549], [1.226, 3.320, -3.393], [0.995, 1.566, -3.261], [2.624, 2.251, -3.157], [-3.258, -1.875, 9.460], [-2.162, -1.035, 9.161], [-1.136, -1.632, 8.384], [-1.094, -1.045, 6.989], [-2.264, -1.426, 6.217], [-2.424, -0.742, 4.946], [-2.548, 0.779, 4.945], [-3.754, 1.283, 5.470], [-3.819, 1.369, 6.882], [-3.847, -1.372, 10.225], [-3.900, -2.058, 8.590], [-2.925, -2.841, 9.851], [-1.270, -2.717, 8.340], [-0.183, -1.425, 8.878], [-0.198, -1.423, 6.481], [-0.977, 0.043, 7.096], [-3.095, -1.299, 6.779], [-3.315, -1.144, 4.459], [-1.570, -1.008, 4.308], [-2.531, 1.101, 3.898], [-1.692, 1.258, 5.444], [-2.849, 1.635, 7.313], [-4.160, 0.437, 7.342], [-4.538, 2.150, 7.123], [0.850, -6.413, -6.387], [1.178, -5.355, -7.262], [0.609, -5.453, -8.563], [-0.458, -4.404, -8.780], [-1.625, -4.658, -7.952], [-2.624, -3.601, -7.931], [-2.211, -2.213, -7.455], [-1.924, -2.121, -6.068], [-0.636, -2.559, -5.688], [1.510, -6.333, -5.525], [-0.188, -6.367, -6.038], [1.007, -7.387, -6.861], [0.199, -6.455, -8.722], [1.411, -5.293, -9.287], [-0.759, -4.428, -9.832], [0.001, -3.422, -8.596], [-1.327, -4.863, -7.007], [-3.448, -3.937, -7.297], [-3.030, -3.494, -8.944], [-3.061, -1.547, -7.622], [-1.369, -1.812, -8.034], [0.111, -2.334, -6.456], [-0.600, -3.631, -5.476], [-0.368, -2.029, -4.772]], "charge": 1, "orbital_gap_ha": 0.2699, "e_homo_ev": -10.03}


# 2
{"formula": "C26H64Br2N6O6P2", "method": "ωB97M-V with the def2-TZVPD basis set", "species": ["C", "N", "C", "P", "O", "N", "C", "C", "N", "C", "C", "H", "H", "H", "H", "H", "H", "H", "H", "H", "H", "H", "H", "H", "H", "H", "H", "H", "H", "C", "N", "C", "P", "O", "N", "C", "C", "N", "C", "C", "H", "H", "H", "H", "H", "H", "H", "H", "H", "H", "H", "H", "H", "H", "H", "H", "H", "H", "C", "C", "C", "O", "H", "H", "H", "H", "H", "H", "C", "C", "C", "O", "H", "H", "H", "H", "H", "H", "C", "C", "C", "O", "H", "H", "H", "H", "H", "H", "C", "C", "C", "O", "H", "H", "H", "H", "H", "H", "Br", "C", "C", "Br", "H", "H", "H", "H"], "coordinates": [[1.446, -1.585, 2.538], [2.059, -0.533, 1.664], [1.219, 0.305, 0.896], [3.630, -0.074, 1.984], [4.286, -1.003, 2.954], [4.526, -0.065, 0.507], [4.445, 0.956, -0.499], [5.549, -1.066, 0.266], [3.643, 1.561, 2.363], [2.694, 2.103, 3.300], [5.007, 2.073, 2.475], [1.001, -1.078, 3.453], [2.163, -2.386, 2.809], [0.575, -2.079, 2.030], [0.988, -0.148, -0.068], [1.755, 1.219, 0.691], [0.272, 0.491, 1.447], [3.642, 1.715, -0.328], [5.346, 1.597, -0.571], [4.252, 0.517, -1.432], [6.615, -0.636, 0.394], [5.409, -1.909, 0.938], [5.497, -1.431, -0.735], [1.791, 2.452, 2.785], [2.356, 1.420, 4.100], [3.180, 2.995, 3.752], [4.922, 3.210, 2.463], [5.601, 1.718, 1.592], [5.367, 1.808, 3.451], [-1.681, 2.873, 3.311], [-2.376, 2.293, 2.131], [-1.732, 2.406, 0.843], [-3.690, 1.324, 2.289], [-4.105, 0.695, 0.980], [-3.483, 0.151, 3.494], [-3.069, 0.545, 4.822], [-2.998, -1.148, 3.027], [-4.900, 2.246, 2.956], [-5.230, 3.465, 2.159], [-6.135, 1.646, 3.512], [-1.732, 3.978, 3.268], [-0.622, 2.433, 3.460], [-2.208, 2.601, 4.231], [-2.438, 2.234, 0.069], [-0.893, 1.690, 0.792], [-1.336, 3.412, 0.740], [-3.639, 1.366, 5.239], [-3.284, -0.297, 5.478], [-1.988, 0.624, 5.045], [-3.667, -1.373, 2.198], [-1.888, -1.134, 2.786], [-3.187, -1.804, 3.864], [-5.803, 4.128, 2.838], [-4.315, 3.959, 1.794], [-5.868, 3.314, 1.277], [-6.679, 2.473, 3.940], [-5.866, 1.057, 4.371], [-6.799, 1.117, 2.811], [3.011, -3.819, -1.452], [2.072, -2.830, -2.050], [2.625, -1.444, -2.281], [0.920, -3.091, -2.310], [2.466, -4.669, -1.133], [3.574, -3.389, -0.570], [3.706, -4.204, -2.146], [1.944, -0.948, -2.937], [3.616, -1.483, -2.664], [2.655, -0.919, -1.317], [-0.569, -1.005, -6.747], [0.277, -1.788, -5.771], [-0.236, -3.192, -5.382], [1.286, -1.329, -5.334], [0.146, -0.597, -7.554], [-1.004, -0.187, -6.236], [-1.295, -1.695, -7.126], [-0.658, -3.787, -6.328], [-1.200, -3.112, -4.855], [0.493, -3.731, -4.834], [1.552, 4.692, -2.566], [1.639, 3.421, -1.805], [1.338, 2.115, -2.573], [1.955, 3.398, -0.629], [0.524, 4.785, -2.965], [2.173, 4.445, -3.398], [1.872, 5.530, -2.037], [2.253, 1.828, -3.087], [0.647, 2.228, -3.417], [1.075, 1.331, -1.926], [-0.361, -4.622, 0.260], [-1.326, -3.696, -0.427], [-1.905, -4.120, -1.734], [-1.656, -2.637, 0.067], [0.508, -4.862, -0.361], [-0.839, -5.561, 0.434], [-0.113, -4.116, 1.174], [-2.492, -3.290, -2.127], [-2.714, -4.896, -1.507], [-1.155, -4.560, -2.431], [-2.226, 1.071, -3.834], [-2.310, -0.068, -2.338], [-3.684, -0.595, -2.109], [-4.536, -1.518, -3.655], [-2.018, 0.437, -1.423], [-1.570, -0.891, -2.486], [-4.395, 0.214, -1.800], [-3.688, -1.265, -1.212]], "smiles": "CN(C)P(=O)(N(C)C)N(C)C.CN(C)P(=O)(N(C)C)N(C)C.CC(C)=O.CC(C)=O.CC(C)=O.CC(C)=O.BrCCBr", "orbital_gap_ha": 0.3310, "e_homo_ev": -8.44}


# 3
{"formula": "C26H66BBeF4N4O10", "method": "ωB97M-V with the def2-TZVPD basis set", "species": ["Be", "B", "F", "F", "F", "F", "C", "O", "C", "C", "N", "C", "C", "O", "C", "H", "H", "H", "H", "H", "H", "H", "H", "H", "H", "H", "H", "H", "H", "H", "C", "O", "C", "C", "N", "C", "C", "O", "C", "H", "H", "H", "H", "H", "H", "H", "H", "H", "H", "H", "H", "H", "H", "H", "C", "O", "C", "C", "N", "C", "C", "O", "C", "H", "H", "H", "H", "H", "H", "H", "H", "H", "H", "H", "H", "H", "H", "H", "C", "O", "C", "C", "N", "C", "C", "O", "C", "H", "H", "H", "H", "H", "H", "H", "H", "H", "H", "H", "H", "H", "H", "H", "C", "C", "O", "O", "H", "H", "H", "H", "H", "H"], "coordinates": [[1.494, 2.316, 1.359], [0.040, 0.884, -0.990], [-0.393, -0.310, -0.375], [1.443, 0.797, -1.128], [-0.566, 1.005, -2.201], [-0.317, 2.028, -0.304], [0.911, -2.228, -2.698], [1.750, -2.005, -3.780], [2.305, -0.712, -3.960], [3.515, -0.821, -4.869], [4.437, -1.893, -4.300], [5.293, -2.477, -5.321], [6.095, -3.666, -4.751], [5.910, -4.778, -5.571], [6.587, -5.945, -5.221], [0.825, -1.363, -2.039], [1.506, -3.034, -2.252], [-0.112, -2.505, -2.964], [2.556, -0.099, -3.092], [1.530, -0.140, -4.481], [4.045, 0.110, -5.073], [3.152, -1.200, -5.830], [3.643, -2.465, -4.025], [6.018, -1.685, -5.523], [4.827, -2.733, -6.275], [5.883, -3.885, -3.698], [7.165, -3.434, -4.666], [7.668, -5.768, -5.310], [6.294, -6.768, -5.866], [6.566, -6.206, -4.156], [-1.569, 1.133, 2.519], [-0.715, 2.275, 2.288], [-1.414, 3.516, 2.268], [-0.583, 4.481, 1.388], [0.816, 4.587, 1.885], [1.662, 5.571, 1.245], [1.850, 5.150, -0.168], [2.479, 3.884, -0.222], [2.614, 3.458, -1.596], [-2.246, 1.131, 1.661], [-2.204, 1.068, 3.403], [-1.027, 0.196, 2.414], [-1.659, 3.844, 3.280], [-2.387, 3.524, 1.768], [-0.883, 5.525, 1.514], [-0.709, 4.234, 0.338], [0.768, 4.862, 2.860], [2.605, 5.524, 1.797], [1.394, 6.622, 1.380], [2.469, 5.889, -0.680], [0.838, 5.108, -0.577], [1.616, 3.347, -2.025], [3.122, 2.511, -1.758], [3.066, 4.282, -2.149], [-6.450, -0.483, 5.035], [-6.633, -0.302, 3.659], [-5.529, -0.623, 2.853], [-5.597, 0.138, 1.506], [-6.726, -0.393, 0.751], [-7.018, 0.261, -0.495], [-5.863, 0.475, -1.480], [-5.118, 1.629, -1.212], [-3.801, 1.743, -1.763], [-7.378, -0.740, 5.542], [-6.124, 0.456, 5.497], [-5.635, -1.176, 5.258], [-5.463, -1.680, 2.585], [-4.570, -0.329, 3.294], [-4.640, 0.185, 0.988], [-5.980, 1.165, 1.603], [-7.552, -0.439, 1.329], [-7.351, 1.286, -0.249], [-7.969, -0.050, -0.930], [-6.260, 0.473, -2.501], [-5.178, -0.381, -1.482], [-3.704, 1.252, -2.732], [-3.079, 1.332, -1.052], [-3.403, 2.746, -1.920], [1.528, -2.289, 6.355], [1.677, -1.033, 5.680], [1.223, -1.069, 4.352], [1.623, 0.266, 3.703], [1.315, 0.326, 2.216], [2.036, -0.553, 1.325], [3.524, -0.186, 1.231], [3.574, 1.162, 1.019], [4.892, 1.678, 0.694], [1.842, -2.189, 7.390], [2.296, -2.916, 5.891], [0.517, -2.631, 6.133], [0.199, -1.455, 4.306], [1.758, -1.877, 3.834], [2.710, 0.346, 3.642], [1.319, 1.151, 4.260], [0.414, -0.099, 2.002], [1.596, -0.470, 0.332], [1.977, -1.600, 1.637], [3.936, -0.687, 0.351], [4.057, -0.530, 2.122], [5.291, 1.198, -0.197], [5.561, 1.658, 1.554], [4.611, 2.720, 0.536], [-3.137, -2.295, -1.000], [-4.045, -3.536, -0.881], [-3.754, -4.288, 0.289], [-1.840, -2.743, -0.734], [-3.367, -1.706, -0.103], [-3.257, -1.839, -1.984], [-3.889, -4.146, -1.774], [-5.029, -3.071, -0.960], [-2.849, -4.584, 0.143], [-1.262, -1.998, -0.924]], "charge": 1, "orbital_gap_ha": 0.2184, "e_homo_ev": -9.78}


# 4
{"formula": "C26H66BrCl2O12PS", "method": "ωB97M-V with the def2-TZVPD basis set", "species": ["C", "C", "C", "C", "C", "C", "Cl", "C", "C", "Cl", "O", "S", "O", "O", "C", "C", "P", "O", "Br", "H", "H", "H", "H", "H", "H", "H", "H", "H", "H", "H", "H", "H", "H", "H", "H", "H", "H", "C", "C", "O", "H", "H", "H", "H", "H", "H", "C", "C", "O", "H", "H", "H", "H", "H", "H", "C", "C", "O", "H", "H", "H", "H", "H", "H", "C", "C", "O", "H", "H", "H", "H", "H", "H", "C", "C", "O", "H", "H", "H", "H", "H", "H", "C", "C", "O", "H", "H", "H", "H", "H", "H", "C", "C", "O", "H", "H", "H", "H", "H", "H", "C", "C", "O", "H", "H", "H", "H", "H", "H"], "coordinates": [[0.186, 1.007, 1.533], [-0.325, 0.672, -0.015], [-0.936, 1.946, -0.820], [-2.469, 2.378, -0.491], [-2.664, 3.165, 0.972], [-2.595, 4.817, 0.761], [-3.390, 5.655, 2.226], [-1.103, 5.375, 0.384], [0.078, 5.001, 1.457], [-1.241, 7.261, 0.422], [-4.016, 2.922, 1.565], [-4.140, 1.271, 2.080], [-3.269, 0.940, 3.313], [-5.652, 1.100, 2.498], [-3.826, 0.208, 0.569], [-3.617, 1.227, -0.697], [-3.526, 0.323, -2.417], [-2.709, 1.370, -3.599], [-2.349, -1.661, -2.199], [1.016, 0.231, 1.824], [0.717, 2.073, 1.471], [-0.709, 1.056, 2.308], [-0.979, -0.296, 0.004], [0.678, 0.364, -0.588], [-0.253, 2.885, -0.538], [-0.709, 1.761, -1.978], [-2.739, 3.227, -1.289], [-1.896, 2.830, 1.784], [-3.313, 5.031, -0.167], [-0.854, 5.088, -0.737], [1.085, 4.839, 0.839], [-0.102, 4.030, 2.084], [0.286, 5.900, 2.190], [-4.848, -0.372, 0.357], [-3.014, -0.621, 0.693], [-4.646, 1.834, -0.770], [-2.726, 2.317, -3.268], [3.289, 7.720, 0.762], [2.929, 7.825, -0.706], [1.761, 7.064, -0.975], [3.460, 6.676, 1.042], [4.190, 8.298, 0.985], [2.470, 8.087, 1.389], [3.741, 7.437, -1.328], [2.744, 8.866, -0.990], [1.045, 7.422, -0.424], [-8.438, 2.522, -1.940], [-7.806, 1.160, -1.740], [-6.632, 1.281, -0.951], [-7.736, 3.204, -2.431], [-9.342, 2.447, -2.550], [-8.699, 2.974, -0.977], [-7.527, 0.722, -2.703], [-8.498, 0.477, -1.237], [-6.892, 1.663, -0.095], [1.625, -3.271, 4.041], [2.006, -2.826, 2.644], [1.746, -1.439, 2.490], [0.566, -3.074, 4.232], [1.815, -4.340, 4.175], [2.194, -2.715, 4.793], [1.420, -3.369, 1.897], [3.067, -3.009, 2.450], [2.278, -0.965, 3.153], [3.569, -6.698, 1.165], [2.866, -6.698, 2.507], [3.805, -6.467, 3.547], [4.345, -7.470, 1.137], [2.860, -6.879, 0.353], [4.069, -5.739, 0.990], [2.387, -7.665, 2.688], [2.098, -5.919, 2.547], [4.219, -5.602, 3.381], [2.255, -9.039, -3.619], [2.395, -8.583, -2.182], [3.454, -7.643, -2.072], [3.187, -9.494, -3.971], [1.446, -9.767, -3.720], [2.049, -8.188, -4.277], [2.623, -9.432, -1.531], [1.472, -8.115, -1.827], [3.237, -6.889, -2.647], [6.655, -4.844, -2.509], [6.299, -5.724, -3.689], [6.138, -7.068, -3.260], [7.579, -5.190, -2.035], [6.787, -3.805, -2.824], [5.872, -4.884, -1.745], [7.095, -5.698, -4.440], [5.369, -5.392, -4.160], [5.424, -7.082, -2.600], [-0.801, 0.449, 6.216], [-0.230, -0.742, 5.475], [1.148, -0.531, 5.206], [-0.679, 1.364, 5.626], [-1.864, 0.304, 6.428], [-0.272, 0.608, 7.162], [-0.747, -0.883, 4.522], [-0.336, -1.658, 6.064], [1.599, -0.415, 6.059], [-0.631, 4.260, -5.841], [-1.334, 4.260, -4.499], [-0.395, 4.491, -3.459], [0.145, 3.487, -5.869], [-1.340, 4.078, -6.653], [-0.131, 5.218, -6.016], [-1.813, 3.293, -4.318], [-2.102, 5.038, -4.458], [0.019, 5.356, -3.625]], "smiles": "CCC[C@@H]1[C@@H]([C@@H](Cl)[C@H](C)Cl)OS(=O)(=O)C[C@@H]1P(O)Br.CCO.CCO.CCO.CCO.CCO.CCO.CCO.CCO", "orbital_gap_ha": 0.3263, "e_homo_ev": -8.99}